ORCA calculation (ωB97M-V/def2-TZVPD) on C15H34MoN8O4S as an isolated structure.

Cartesian coordinates (Å):
Mo -0.500 -0.270 0.007
C 1.085 -1.635 3.372
N 2.117 -1.864 2.358
C 3.366 -2.561 2.777
C 4.234 -2.531 1.516
N 3.420 -1.722 0.571
C 3.854 -1.613 -0.823
C 2.273 -1.393 1.140
N 1.327 -0.589 0.445
C 1.898 0.651 -0.229
C 0.973 1.905 -0.177
N -0.465 1.582 -0.401
C -1.401 2.658 -0.494
N -2.481 2.596 -1.243
C -3.035 1.532 -2.060
C -3.287 3.828 -1.061
C -2.374 4.712 -0.211
N -1.255 3.798 0.156
C -0.323 4.229 1.208
H 1.267 -2.345 4.174
H 0.091 -1.825 2.977
H 1.147 -0.626 3.777
H 3.125 -3.569 3.110
H 3.804 -2.011 3.610
H 4.390 -3.520 1.084
H 5.203 -2.059 1.667
H 4.490 -2.470 -1.036
H 4.441 -0.709 -0.985
H 3.005 -1.657 -1.503
H 2.195 0.415 -1.249
H 2.791 0.949 0.323
H 1.349 2.606 -0.923
H 1.052 2.343 0.817
H -2.321 0.726 -2.168
H -3.277 1.927 -3.046
H -3.947 1.153 -1.597
H -4.221 3.565 -0.563
H -3.514 4.260 -2.034
H -2.859 5.066 0.697
H -1.966 5.564 -0.754
H -0.708 5.166 1.600
H 0.674 4.427 0.822
H -0.313 3.509 2.028
N -0.604 -2.557 -0.092
C -1.634 -3.193 -0.995
C -1.214 -3.053 -2.439
C -1.229 -1.631 -2.946
N -0.270 -0.707 -2.188
H 0.280 -3.032 -0.276
H -0.855 -2.829 0.864
H -2.590 -2.707 -0.802
H -1.731 -4.241 -0.715
H -1.913 -3.622 -3.057
H -0.235 -3.518 -2.609
H -2.227 -1.199 -2.862
H -0.925 -1.592 -3.992
H -0.251 0.170 -2.708
H 0.662 -1.106 -2.328
O -2.664 -0.808 2.996
S -2.208 0.233 2.184
O -2.849 1.453 1.908
O -2.172 -0.533 0.365
O -0.694 0.274 2.017

Summary:
Frontier orbital gap (eV): 5.44
Energy relative to the best compared isomer or geometry (same formula, charge and spin) (eV): 0.477
HOMO energy (Ha): -0.77569
Charge: +4